(1)
Molecular formula: C37H56N3O12PS
Method: DFT, ωB97M-V/def2-TZVPD

Its HOMO-LUMO gap is 7.53 eV.

CARTESIAN COORDINATES (ANGSTROEM)
C 3.028 1.988 -4.004
C 2.262 1.256 -5.113
C 1.813 -0.181 -4.772
C 1.733 -0.558 -3.314
C 0.974 0.101 -2.376
N 0.229 1.235 -2.727
C 0.948 -0.315 -0.975
P 0.047 0.460 0.437
C -1.324 1.535 -0.142
C -1.893 2.275 1.075
C 1.282 1.678 1.078
C 2.639 1.035 1.377
C 1.645 -1.411 -0.596
C 2.437 -2.135 -1.521
N 3.168 -3.220 -1.278
S 3.848 -3.610 -2.689
N 3.264 -2.458 -3.633
C 2.474 -1.689 -2.877
H 2.355 2.584 -3.395
H 3.747 2.670 -4.462
H 3.602 1.319 -3.365
H 2.875 1.263 -6.011
H 1.381 1.848 -5.352
H 2.518 -0.869 -5.231
H 0.851 -0.396 -5.245
H -0.755 1.121 -2.528
H 0.314 1.478 -3.706
H -2.122 0.904 -0.534
H -1.021 2.274 -0.878
H -1.120 2.861 1.572
H -2.675 2.962 0.761
H -2.284 1.579 1.813
H 0.869 2.156 1.960
H 1.436 2.448 0.314
H 2.536 0.018 1.752
H 3.210 1.640 2.078
H 3.221 0.969 0.458
H 1.608 -1.756 0.429
O 5.812 -4.403 3.407
C 6.370 -4.660 2.384
O 7.601 -5.235 2.355
C 8.073 -5.340 1.002
C 6.819 -5.301 0.139
C 5.893 -4.409 0.964
H 8.738 -4.496 0.804
H 8.639 -6.263 0.903
H 7.007 -4.936 -0.869
H 6.393 -6.302 0.062
H 6.031 -3.351 0.737
H 4.845 -4.669 0.857
O -4.482 0.522 -1.118
C -5.266 0.923 -0.304
O -4.878 1.452 0.875
C -6.033 1.751 1.692
C -7.191 1.887 0.715
C -6.781 0.908 -0.386
H -6.159 0.920 2.385
H -5.833 2.662 2.253
H -8.155 1.670 1.170
H -7.226 2.901 0.313
H -7.119 -0.108 -0.179
H -7.109 1.204 -1.378
O -6.539 -0.462 3.983
C -5.563 -1.126 4.213
O -5.092 -1.305 5.459
C -3.849 -2.045 5.419
C -3.873 -2.794 4.094
C -4.668 -1.832 3.213
H -3.025 -1.333 5.467
H -3.809 -2.699 6.286
H -2.879 -3.023 3.718
H -4.420 -3.731 4.205
H -4.027 -1.085 2.740
H -5.264 -2.329 2.454
O -1.952 -4.552 0.278
C -1.498 -4.786 -0.802
O -1.474 -6.040 -1.321
C -0.785 -6.047 -2.582
C -0.866 -4.612 -3.089
C -0.859 -3.821 -1.782
H 0.245 -6.367 -2.410
H -1.273 -6.765 -3.237
H -0.058 -4.354 -3.772
H -1.811 -4.457 -3.611
H 0.153 -3.590 -1.448
H -1.433 -2.900 -1.845
O -0.948 -0.346 4.805
C -0.762 0.812 5.036
O -0.693 1.743 4.055
C -0.363 3.029 4.605
C -0.775 2.954 6.070
C -0.546 1.476 6.383
H 0.711 3.188 4.484
H -0.898 3.790 4.042
H -0.217 3.639 6.705
H -1.835 3.191 6.168
H 0.478 1.274 6.701
H -1.238 1.075 7.118
O 0.581 3.855 -4.446
C 0.964 4.986 -4.379
O 1.147 5.757 -5.473
C 1.715 7.025 -5.101
C 1.361 7.206 -3.629
C 1.348 5.760 -3.134
H 2.794 6.978 -5.264
H 1.295 7.793 -5.745
H 2.055 7.856 -3.101
H 0.362 7.634 -3.539
H 2.336 5.422 -2.816
H 0.632 5.576 -2.338

Atomic partial charges in e from the Löwdin method, atoms 1 to 5:
1 C -0.101
2 C -0.232
3 C -0.139
4 C -0.143
5 C -0.232


(2)
Molecular formula: C37H57F9N4O12PS2
Method: DFT, ωB97M-V/def2-TZVPD

Its HOMO-LUMO gap is 6.89 eV. The net charge is +1.

CARTESIAN COORDINATES (ANGSTROEM)
C -2.579 2.945 -5.023
C -1.987 2.621 -4.021
N -1.087 2.090 -3.095
C -1.648 1.045 -2.285
N -1.751 -0.360 -2.689
C -0.350 -0.767 -2.971
C 0.044 -2.194 -2.464
C -0.876 -2.768 -1.345
C -0.595 -4.295 -1.181
C -0.441 -4.879 0.238
F 0.794 -5.474 0.341
F -1.316 -5.950 0.325
C -0.795 -3.986 1.470
F -1.930 -3.269 1.340
F -1.055 -4.847 2.490
S 0.556 -2.851 2.125
F -0.184 -2.852 3.574
F 1.438 -4.089 2.656
F 1.327 -2.786 0.715
F -0.305 -1.495 1.798
F 1.698 -1.874 2.716
N -2.597 -0.428 -3.836
C -2.466 -1.709 -4.563
C -1.916 -1.596 -6.022
O -2.702 -2.794 -4.108
C -4.033 -0.284 -3.430
C -4.892 0.898 -3.934
O -4.567 -1.101 -2.726
N -2.081 1.415 -1.109
C -1.890 2.868 -0.718
C -2.200 3.186 0.787
C -3.690 3.646 1.067
C -4.092 3.098 2.482
P -2.878 0.222 -0.016
S -4.799 0.499 0.099
H -3.215 3.141 -5.882
H -0.176 1.861 -3.506
H -0.042 -0.615 -4.032
H 0.293 -0.048 -2.398
H 1.098 -2.228 -2.102
H 0.000 -2.877 -3.345
H -1.932 -2.645 -1.672
H -0.733 -2.145 -0.443
H -1.397 -4.848 -1.717
H 0.331 -4.536 -1.751
H -1.104 -2.349 -6.107
H -1.411 -0.606 -6.106
H -2.707 -1.722 -6.782
H -4.572 1.836 -3.420
H -5.961 0.759 -3.700
H -4.760 1.043 -5.029
H -2.597 3.465 -1.329
H -0.837 3.170 -0.885
H -1.858 2.404 1.494
H -1.583 4.084 1.023
H -3.704 4.754 1.151
H -4.383 3.347 0.259
H -4.779 3.806 2.983
H -4.542 2.088 2.462
H -3.183 3.030 3.121
H -2.321 0.319 1.285
H -2.668 -1.094 -0.468
O 1.225 1.251 -5.258
C 2.277 1.765 -4.963
O 2.790 2.823 -5.616
C 4.100 3.128 -5.100
C 4.127 2.526 -3.709
C 3.222 1.314 -3.871
H 4.845 2.683 -5.762
H 4.241 4.207 -5.086
H 5.131 2.285 -3.364
H 3.683 3.222 -2.994
H 3.771 0.436 -4.218
H 2.680 1.085 -2.954
O -4.238 4.857 -3.412
C -3.786 5.905 -3.783
O -2.456 6.158 -3.861
C -2.245 7.532 -4.233
C -3.530 7.962 -4.913
C -4.574 7.132 -4.181
H -2.040 8.109 -3.327
H -1.384 7.600 -4.896
H -3.705 9.036 -4.862
H -3.506 7.675 -5.967
H -4.933 7.629 -3.278
H -5.409 6.866 -4.826
O -4.049 2.618 5.434
C -4.717 1.675 5.755
O -4.724 1.157 7.008
C -5.538 -0.026 7.041
C -6.477 0.103 5.857
C -5.625 0.866 4.854
H -4.885 -0.899 6.962
H -6.072 -0.072 7.989
H -6.840 -0.856 5.490
H -7.344 0.706 6.135
H -5.014 0.197 4.244
H -6.226 1.516 4.221
O 6.943 -2.492 2.583
C 6.264 -3.412 2.943
O 6.273 -3.897 4.210
C 5.435 -5.064 4.289
C 4.478 -4.944 3.119
C 5.324 -4.224 2.081
H 6.069 -5.952 4.221
H 4.918 -5.075 5.247
H 4.089 -5.905 2.782
H 3.630 -4.317 3.398
H 5.910 -4.920 1.477
H 4.725 -3.578 1.443
O 11.053 -5.627 6.978
C 10.391 -4.707 6.594
O 9.037 -4.748 6.492
C 8.557 -3.529 5.898
C 9.652 -2.508 6.145
C 10.906 -3.368 6.114
H 8.388 -3.703 4.839
H 7.615 -3.243 6.363
H 9.654 -1.697 5.418
H 9.533 -2.069 7.139
H 11.298 -3.483 5.102
H 11.678 -2.988 6.780

Atomic partial charges in e from the Löwdin method, atoms 1 to 5:
1 C 0.132
2 C -0.155
3 N 0.093
4 C -0.249
5 N -0.058


(3)
Molecular formula: C37H57Ge4NiS3
Method: DFT, ωB97M-V/def2-TZVPD

Its HOMO-LUMO gap (spin up / spin down) is 5.38 / 5.50 eV. The net charge is +2. The multiplicity is 2. The energy relative to the best compared isomer or geometry (same formula, charge and spin) comes out at 0.0 kcal per mole.

CARTESIAN COORDINATES (ANGSTROEM)
Ni 0.045 -0.038 0.096
C 2.548 0.900 4.003
C 1.170 0.287 4.224
S 0.402 -0.590 2.817
C 1.561 -1.930 2.443
C 2.713 -1.548 1.493
S 2.267 -0.152 0.419
C 3.771 0.857 0.361
C 4.101 1.505 1.717
S 2.610 2.061 2.598
H 3.292 0.122 3.841
H 2.827 1.462 4.893
H 0.440 1.054 4.484
H 1.221 -0.438 5.037
H 0.932 -2.691 1.979
H 1.947 -2.327 3.381
H 2.953 -2.390 0.845
H 3.614 -1.262 2.031
H 3.571 1.621 -0.388
H 4.582 0.219 0.011
H 4.723 2.383 1.555
H 4.641 0.824 2.371
C -3.443 -3.217 2.180
C -1.958 -2.888 2.043
Ge -1.648 -1.699 0.464
C -1.465 -2.947 -1.081
C -2.448 -4.113 -1.033
C -3.332 -0.754 0.210
C -3.429 0.576 0.094
Ge -1.728 1.584 0.179
C -1.248 3.003 -1.126
C -1.951 4.363 -1.087
C -1.222 2.137 2.020
C -1.962 3.394 2.494
C -4.699 1.332 0.023
C -5.932 0.695 -0.138
C -7.108 1.424 -0.133
C -7.082 2.805 0.022
C -5.867 3.456 0.163
C -4.692 2.720 0.164
H -3.576 -3.947 2.980
H -3.854 -3.654 1.270
H -4.024 -2.331 2.431
H -1.365 -3.790 1.878
H -1.596 -2.411 2.951
H -0.436 -3.313 -1.101
H -1.612 -2.346 -1.973
H -2.276 -4.754 -0.169
H -2.309 -4.725 -1.926
H -3.486 -3.776 -1.020
H -4.237 -1.354 0.275
H -1.361 2.573 -2.116
H -0.176 3.137 -0.949
H -2.999 4.284 -1.370
H -1.463 5.018 -1.810
H -1.884 4.841 -0.111
H -0.144 2.310 2.018
H -1.445 1.296 2.677
H -1.697 4.264 1.896
H -1.685 3.606 3.527
H -3.043 3.261 2.461
H -5.977 -0.380 -0.258
H -8.055 0.913 -0.253
H -8.004 3.369 0.041
H -5.834 4.532 0.272
H -3.744 3.227 0.304
C -3.381 1.825 -3.504
Ge -2.397 0.171 -3.886
C -3.540 -1.313 -3.312
C -1.920 0.041 -5.779
Ge -0.097 0.115 -2.342
C 0.773 -1.532 -3.040
C 0.113 -2.301 -3.994
C 0.710 -3.430 -4.536
C 1.967 -3.828 -4.105
C 2.632 -3.083 -3.142
C 2.042 -1.939 -2.619
C 0.921 1.564 -3.207
C 0.367 2.479 -4.094
C 1.152 3.479 -4.653
C 2.492 3.594 -4.307
C 3.054 2.701 -3.405
C 2.275 1.684 -2.871
H -4.289 1.780 -4.110
H -2.839 2.728 -3.783
H -3.667 1.876 -2.455
H -4.486 -1.191 -3.845
H -3.729 -1.259 -2.243
H -3.132 -2.291 -3.564
H -2.854 0.130 -6.338
H -1.455 -0.910 -6.025
H -1.251 0.844 -6.081
H -0.881 -2.021 -4.317
H 0.186 -4.000 -5.292
H 2.427 -4.717 -4.517
H 3.611 -3.392 -2.797
H 2.581 -1.361 -1.883
H -0.680 2.414 -4.364
H 0.711 4.173 -5.356
H 3.099 4.375 -4.745
H 4.095 2.794 -3.122
H 2.723 0.959 -2.202

Atomic partial charges in e from the Löwdin method, atoms 1 to 5:
1 Ni -0.006
2 C -0.485
3 C -0.452
4 S 0.837
5 C -0.452


(4)
Molecular formula: C37H57NO9
Method: DFT, ωB97M-V/def2-TZVPD

Its HOMO-LUMO gap is 6.97 eV. The structure (SMILES) is CCCCCCc1cc2c(cc1C[C@@H]1CO1)C(=O)N(Cc1ccc(C)cc1)C2=O.COCCOCCOC.COCCOCCOC. The energy relative to the best compared isomer or geometry (same formula, charge and spin) comes out at 579.4 kcal per mole.

CARTESIAN COORDINATES (ANGSTROEM)
C -9.067 1.645 2.493
C -8.130 0.910 1.353
C -7.454 1.995 0.306
C -6.844 3.302 1.126
C -5.682 2.860 2.220
C -4.304 3.694 1.921
C -2.982 2.762 1.615
C -2.035 2.384 2.941
C -0.687 1.503 2.643
C -0.263 1.006 1.120
C -1.188 1.318 -0.195
C -2.570 2.218 0.088
C -3.495 2.564 -1.236
C -3.236 4.306 -1.517
C -2.171 4.655 -2.843
O -1.785 4.823 -1.253
C 1.192 0.194 1.256
O 1.799 -0.583 0.357
N 1.558 0.552 2.677
C 3.007 0.703 3.045
C 3.514 2.227 3.355
C 4.913 2.726 2.591
C 5.609 4.199 2.809
C 4.884 5.283 3.856
C 5.626 6.741 4.023
C 3.491 4.824 4.621
C 2.826 3.313 4.370
C 0.497 0.940 3.678
O 0.490 0.818 5.008
H -8.457 1.740 3.510
H -10.028 1.001 2.678
H -9.448 2.714 2.140
H -8.728 0.129 0.692
H -7.283 0.321 1.936
H -8.218 2.417 -0.485
H -6.524 1.529 -0.273
H -6.418 4.026 0.281
H -7.677 3.924 1.683
H -5.535 1.692 2.305
H -6.101 3.218 3.280
H -4.420 4.488 1.037
H -4.067 4.331 2.902
H -2.303 2.744 4.022
H -0.866 0.927 -1.251
H -3.117 2.025 -2.205
H -4.644 2.449 -1.038
H -4.213 5.073 -1.338
H -2.266 5.735 -3.296
H -1.352 3.861 -3.124
H 3.196 0.071 4.031
H 3.712 0.221 2.214
H 5.453 1.977 1.865
H 6.608 4.477 2.217
H 6.185 6.723 5.069
H 6.465 6.916 3.213
H 4.886 7.653 4.066
H 3.012 5.620 5.356
H 1.857 3.038 4.964
C -0.128 -7.807 -1.590
O -0.179 -7.009 -0.418
C 0.173 -7.728 0.763
C 1.002 -6.851 1.709
O 2.344 -6.601 1.271
C 2.498 -5.778 0.108
C 2.124 -4.306 0.311
O 0.714 -4.147 0.445
C 0.349 -3.221 1.454
H -0.986 -8.486 -1.618
H -0.168 -7.142 -2.456
H 0.806 -8.376 -1.644
H 0.747 -8.628 0.525
H -0.758 -8.020 1.258
H 1.101 -7.390 2.658
H 0.491 -5.919 1.947
H 1.980 -6.213 -0.748
H 3.565 -5.818 -0.135
H 2.436 -3.728 -0.566
H 2.645 -3.916 1.192
H 0.895 -3.412 2.386
H -0.719 -3.339 1.658
H 0.539 -2.199 1.111
C 0.270 -0.494 -5.102
O 1.614 -0.294 -4.696
C 1.834 -0.603 -3.320
C 3.190 -1.289 -3.124
O 3.251 -2.640 -3.600
C 3.176 -2.826 -5.019
C 4.402 -2.334 -5.794
O 4.461 -0.909 -5.814
C 5.770 -0.401 -5.619
H -0.363 0.308 -4.711
H 0.239 -0.475 -6.194
H -0.106 -1.467 -4.771
H 1.049 -1.256 -2.928
H 1.819 0.342 -2.766
H 3.376 -1.352 -2.046
H 4.006 -0.696 -3.535
H 2.250 -2.410 -5.418
H 3.106 -3.910 -5.166
H 4.334 -2.671 -6.835
H 5.310 -2.754 -5.348
H 6.261 -0.883 -4.766
H 5.694 0.668 -5.403
H 6.365 -0.544 -6.526

Atomic partial charges in e from the Löwdin method, atoms 1 to 5:
1 C -0.148
2 C -0.256
3 C -0.222
4 C -0.226
5 C -0.191